Computed, not measured: 2 unconnected molecules or ions with the total composition C11H18, with ωB97M-V/def2-TZVPD.

XYZ file:
```
29
Properties=species:S:1:pos:R:3:forces:R:3:mulliken_charge:R:1
C 3.444812 0.731395 1.587820 -1.43 0.18 -1.45 -1.283
C 1.994697 1.113106 1.201565 0.21 -0.99 1.06 0.619
C 1.694116 1.193566 -0.133095 2.93 0.01 -0.62 -0.302
C 0.593486 1.963686 -0.418263 -0.86 -0.96 -3.91 -0.369
C -0.151886 2.531673 0.556743 -2.26 2.14 -2.54 0.001
C 0.046220 2.390887 1.900840 -2.87 0.56 1.99 -0.582
C 1.033351 1.516941 2.199274 1.75 0.73 -3.77 -0.491
H 3.618775 1.435529 2.388497 1.10 -0.30 0.24 0.388
H 4.014209 0.908927 0.650985 0.08 0.46 0.92 0.326
H 3.655667 -0.315305 1.768947 -0.29 -0.18 0.80 0.281
H 2.570882 0.832119 -0.852145 -2.49 0.84 1.14 0.139
H 0.172884 2.051402 -1.512513 1.15 -0.04 2.18 0.179
H -0.938167 3.079547 -0.003342 -0.02 0.15 1.63 0.259
H -0.741210 2.825977 2.719596 2.18 -1.22 -2.19 0.227
H 1.067598 1.061575 3.072067 0.78 -1.43 4.48 0.614
C -0.201934 -2.153678 -1.300844 -3.01 -7.01 3.56 -1.507
C -1.322634 -1.420584 -0.769724 -4.38 4.39 1.67 0.925
C -1.970337 -0.576866 -2.034230 -0.38 -4.97 0.66 -1.214
C -2.585137 -2.168458 -0.140710 3.10 -1.39 0.51 -1.518
H 0.250736 -2.923331 -0.577379 -0.19 1.59 -0.26 0.282
H 0.442333 -1.489005 -1.573997 4.29 3.22 -2.76 0.469
H -0.705378 -2.912313 -1.892284 0.75 0.29 -1.69 0.436
H -0.999779 -0.613622 -0.021953 -0.29 -1.17 -0.72 -0.063
H -3.023938 -0.313342 -1.901051 0.51 0.71 0.32 0.354
H -1.301771 0.106850 -2.475948 0.49 1.05 -0.44 0.356
H -2.069590 -1.516674 -2.716603 0.14 1.86 0.31 0.312
H -3.211063 -2.667896 -0.843342 -0.65 0.10 -0.87 0.339
H -2.256011 -3.005251 0.501729 0.49 -0.09 -0.36 0.414
H -3.120942 -1.666868 0.619363 -0.83 1.48 0.12 0.410
```
Forces are in eV/Å.

Values from the calculation:
SMILES = Cc1ccccc1.CC(C)C
Total energy = -11695.3149 eV
LUMO = 0.922 eV
Charge = 0
Energy above the lowest of the compared OMol25 structures with the same formula, charge and spin = 382.6 kJ/mol

---

Computed, not measured: 4 unconnected molecules or ions with the total composition C16H30O11Si2, with ωB97M-V/def2-TZVPD.

XYZ file:
```
59
Properties=species:S:1:pos:R:3:forces:R:3:mulliken_charge:R:1
C 2.955295 -0.955821 2.117872 -0.10 0.10 0.27 -1.180
Si 2.731562 -0.408573 0.343080 0.18 -0.11 -0.19 0.680
C 2.466046 -1.912809 -0.720887 -0.01 -0.22 -0.13 -1.230
C 4.206849 0.586362 -0.227835 0.11 0.13 0.00 -1.202
O 1.369445 0.517615 0.091054 -0.21 -0.01 0.09 0.163
C 0.978455 1.570577 0.968186 0.24 0.11 -0.12 -0.915
C -0.253506 1.175181 1.766857 0.04 -0.07 0.07 -0.116
Si -1.819876 1.126827 0.761438 -0.22 0.01 -0.02 0.439
C -1.750848 -0.170643 -0.613776 -0.14 -0.07 -0.31 0.229
C -2.063949 -1.544600 -0.134104 0.07 -0.24 0.25 -0.188
O -2.846126 -2.308105 -0.648067 -0.01 0.15 -0.03 -0.531
H 2.180985 -0.586377 2.794640 -0.01 0.02 -0.03 0.266
H 3.912659 -0.613956 2.517012 -0.02 -0.01 -0.02 0.343
H 2.942550 -2.047680 2.183574 -0.01 0.09 -0.02 0.343
H 2.957886 -1.840561 -1.692811 0.00 -0.03 0.02 0.353
H 1.402497 -2.090126 -0.902462 0.02 0.00 0.04 0.278
H 2.862379 -2.797753 -0.214544 0.00 0.03 -0.10 0.425
H 4.455988 0.387605 -1.273939 -0.05 0.02 0.03 0.286
H 5.102266 0.386500 0.365172 -0.03 -0.02 -0.04 0.441
H 3.992248 1.656700 -0.144759 0.05 -0.04 0.02 0.305
H 0.784498 2.457293 0.351778 -0.03 -0.02 0.07 0.393
H 1.808655 1.839862 1.633859 -0.06 -0.05 0.05 0.416
H -0.403620 1.865828 2.601536 0.03 -0.04 -0.04 -0.020
H -0.082645 0.188774 2.211676 0.02 0.08 0.08 0.236
H -2.981800 0.801178 1.624486 0.03 0.05 0.01 -0.229
H -2.054952 2.450667 0.132770 0.04 -0.04 -0.02 -0.176
H -2.431638 0.069291 -1.434876 0.08 0.03 0.02 0.371
H -0.719795 -0.175736 -0.989973 -0.02 0.05 0.09 -0.316
H -1.530587 -1.873983 0.784422 0.07 0.05 -0.09 0.323
O 4.147358 1.811143 -5.340928 0.03 -0.02 0.03 -0.520
C 3.239845 1.618614 -4.602307 -0.08 0.02 -0.05 0.610
O 2.764046 2.519704 -3.708879 0.03 0.03 0.00 -0.395
C 1.537682 2.026977 -3.161165 -0.04 -0.03 -0.03 0.000
C 1.662845 0.531574 -3.395405 -0.01 0.14 0.03 0.389
O 2.521240 0.472058 -4.537436 0.05 -0.02 -0.04 -0.411
H 1.481887 2.298879 -2.110682 0.01 -0.03 0.01 -0.026
H 0.706109 2.467406 -3.714014 -0.01 0.01 0.03 0.285
H 2.158595 0.042314 -2.563281 -0.01 -0.09 0.10 -0.482
H 0.725887 0.030229 -3.620675 -0.01 0.01 -0.05 0.373
O -0.540779 1.923713 5.042322 0.00 0.03 0.04 -0.496
C -1.036874 2.991648 5.200635 -0.02 0.01 -0.03 0.680
O -1.224833 3.900850 4.213143 -0.01 -0.02 -0.02 -0.299
C -2.046586 4.963103 4.713628 -0.01 -0.05 0.04 -0.307
C -1.822322 4.857222 6.214819 0.03 0.00 -0.05 -0.337
O -1.494641 3.471594 6.374179 0.03 -0.02 0.04 -0.360
H -1.714056 5.898856 4.274817 0.01 0.01 0.03 0.282
H -3.081447 4.762468 4.433859 -0.01 0.03 -0.01 0.262
H -0.974108 5.454976 6.550262 -0.02 0.02 0.01 0.262
H -2.698330 5.079634 6.816227 -0.02 0.00 -0.02 0.290
O -3.034555 -6.708988 -5.508938 0.00 0.01 0.01 -0.518
C -3.127345 -6.166215 -4.457035 -0.01 0.00 0.01 0.653
O -3.167964 -4.827296 -4.276192 -0.01 0.02 -0.04 -0.340
C -3.509176 -4.551887 -2.910670 -0.05 -0.05 0.01 0.008
C -3.088317 -5.835253 -2.215478 0.03 0.06 -0.01 -0.291
O -3.207656 -6.803067 -3.264089 0.03 -0.04 -0.01 -0.343
H -2.983154 -3.666877 -2.573367 0.02 -0.01 -0.01 0.082
H -4.585619 -4.384895 -2.848313 0.00 0.01 0.01 0.216
H -2.048489 -5.803712 -1.886161 -0.01 0.00 0.02 0.257
H -3.730161 -6.128305 -1.390257 -0.02 0.02 -0.01 0.290
```
Forces are in eV/Å.

Values from the calculation:
SMILES = C[Si](C)(C)OCC[SiH2]CC=O.O=C1OCCO1.O=C1OCCO1.O=C1OCCO1
Total energy = -55358.1110 eV
LUMO = 0.224 eV
Charge = 0

---

Computed, not measured: a molecular structure, C34H41BF4LaN8O5Sb, with ωB97M-V/def2-TZVPD.

XYZ file:
```
95
Properties=species:S:1:pos:R:3:forces:R:3:mulliken_charge:R:1
La -0.709447 0.417891 0.280560 0.17 0.66 -0.23 2.063
C -0.989523 2.523020 3.449688 0.28 0.19 0.04 -1.129
C -1.170682 1.092670 3.867405 0.72 0.76 0.32 0.716
C -0.926608 0.739529 5.201671 -0.39 -0.24 -0.10 -1.061
C -1.055421 -0.569105 5.610463 -0.32 0.20 -0.21 -0.695
C -1.489297 -1.503057 4.665689 0.02 0.12 0.14 -1.036
C -1.697504 -1.082198 3.367021 -0.06 0.20 -0.30 0.226
N -1.514754 0.202023 2.948042 -0.01 -1.17 0.08 0.588
Sb -2.691024 -2.531938 2.116465 0.23 0.15 -0.56 0.735
C -3.943215 -1.004495 1.200729 -0.26 -1.03 0.59 -0.142
C -5.291171 -1.253917 1.481486 0.27 -0.02 -0.21 -0.524
C -6.249385 -0.400794 0.932091 0.92 -0.95 -0.10 -0.826
C -5.782530 0.547067 0.056590 -0.70 0.49 0.03 -0.870
C -4.428298 0.728690 -0.176492 0.01 0.99 -0.89 0.577
C -4.003841 1.794031 -1.190720 -0.91 -0.29 0.47 -1.135
N -3.508823 -0.001907 0.441061 0.40 -0.15 -0.12 0.860
C -1.051324 -3.100514 0.741157 -0.55 -0.01 0.62 -0.360
C -1.110086 -4.409006 0.284650 -0.41 0.34 0.44 -0.623
C 0.043354 -5.015512 -0.174390 0.32 0.18 0.29 -0.833
C 1.221812 -4.299945 -0.111107 -1.22 1.14 0.08 -1.057
C 1.174316 -2.932608 0.228588 0.36 -0.70 -0.11 0.529
C 2.416742 -2.104048 0.085092 -0.03 0.18 0.08 -0.881
N 0.053489 -2.356157 0.660643 0.12 0.40 -0.11 0.533
H -0.826882 3.159428 4.326575 0.01 -0.15 -0.14 0.531
H -1.874858 2.872905 2.929202 -0.02 0.08 -0.16 0.187
H -0.132794 2.653804 2.755805 -0.49 -0.14 0.33 0.024
H -0.726582 1.520154 5.918753 0.24 0.07 0.01 0.476
H -0.891439 -0.794535 6.656134 0.02 -0.32 -0.06 0.435
H -1.702192 -2.541364 4.908508 0.19 0.20 0.16 0.442
H -5.564411 -2.160307 2.035998 0.04 0.56 -0.10 0.396
H -7.291000 -0.617364 1.067138 -0.39 0.24 0.12 0.407
H -6.482567 1.185218 -0.461146 -0.03 0.05 -0.11 0.484
H -4.880645 2.058480 -1.823516 0.70 -0.34 0.25 0.544
H -3.168699 1.433925 -1.797094 -0.18 0.16 0.04 0.010
H -3.727406 2.693891 -0.636103 0.10 -0.15 -0.21 0.187
H -2.045554 -4.938430 0.394309 0.00 -0.15 -0.25 0.509
H 0.041265 -6.038893 -0.501759 -0.04 -0.27 -0.09 0.479
H 2.143030 -4.736666 -0.366987 1.04 -0.46 -0.37 0.627
H 2.673903 -2.029607 -0.970525 0.10 -0.07 -0.09 0.119
H 3.273143 -2.554254 0.594938 -0.14 -0.04 0.05 0.660
H 2.242487 -1.089690 0.441499 0.15 -0.17 0.13 -0.496
O -1.644383 4.931296 0.309273 -0.19 -1.44 -0.10 -0.787
C -1.536901 3.768187 -0.098321 0.65 0.64 -0.56 -0.129
O -1.712908 2.649118 0.495747 0.03 0.29 0.22 -0.297
C -1.077987 3.591409 -1.577636 0.10 -0.10 0.21 0.340
C -1.025784 4.683987 -2.446320 -0.71 0.62 1.01 -0.655
C -0.679723 4.514993 -3.764391 0.18 -0.99 -0.01 -0.696
C -0.332113 3.213859 -4.143339 -0.05 0.29 -0.64 -0.866
C -0.362592 2.185231 -3.214148 -0.03 0.55 -0.81 -0.338
N -0.742209 2.350665 -1.961012 -0.15 0.23 0.85 0.404
H -1.357708 5.644304 -2.029293 0.31 -0.42 -0.23 0.503
H -0.710167 5.330357 -4.472004 0.08 0.02 -0.03 0.439
H -0.098178 2.977542 -5.184171 0.04 0.09 0.35 0.480
H -0.111610 1.200556 -3.551131 0.08 -0.58 0.08 0.263
C 3.922967 -1.036090 3.445985 0.45 0.15 -0.13 -1.926
C 2.470305 -0.612510 3.363925 0.83 -0.46 -0.37 0.281
N 1.484799 -1.348161 3.668443 -0.23 -0.68 0.77 0.337
O 1.775172 -2.617125 4.260921 0.06 0.86 -0.70 -0.513
C 2.247059 0.706733 2.724058 0.21 -0.05 0.42 0.296
C 3.097833 1.850955 3.254264 -1.58 -0.62 0.19 -1.960
N 1.407939 0.753416 1.762425 -0.17 -0.03 -0.34 1.198
O 1.221872 1.881078 1.081566 -0.46 -0.16 0.17 -1.198
H 4.185359 -1.620947 2.552764 -0.14 0.19 0.05 0.249
H 4.180089 -1.671061 4.293199 -0.06 0.16 0.24 0.590
H 4.598960 -0.164175 3.465645 -0.37 -0.44 0.04 0.384
H 2.732818 -2.783875 4.198102 -0.32 0.08 0.00 0.320
H 3.324264 1.606704 4.292924 0.50 0.03 -0.11 0.516
H 2.466387 2.735880 3.313994 0.23 0.25 -0.46 0.330
H 3.967500 1.978096 2.634551 0.45 0.43 -0.05 0.406
F -1.818464 -3.193852 -2.875458 -0.19 0.58 0.50 -0.362
B -2.625828 -2.223035 -2.239061 0.10 -0.29 -0.23 0.232
F -3.248032 -1.414952 -3.176273 0.10 0.00 0.25 -0.327
F -3.515824 -2.849665 -1.375171 0.01 0.18 0.11 -0.379
F -1.767111 -1.325627 -1.392762 0.00 -0.11 -0.32 0.220
C 2.798073 2.088588 -1.650914 0.74 0.33 0.00 -0.940
N 2.813261 0.877974 -2.464329 0.45 0.38 -0.01 0.541
C 3.711483 0.926384 -3.611309 0.77 0.47 1.46 -0.595
C 3.972429 -0.440875 -4.132784 -0.14 -0.19 -0.10 -0.714
C 2.635697 -1.054092 -4.498565 0.09 0.24 0.11 -0.759
N 1.741317 -0.986134 -3.343533 -0.16 -0.87 -0.36 0.694
C 0.688031 -2.020851 -3.293003 0.21 0.28 0.71 -0.609
C 1.842069 -0.044918 -2.376322 -0.27 -0.18 -0.22 -1.127
O 1.047562 -0.036202 -1.422515 -0.59 0.05 0.47 1.580
H 3.855367 2.363379 -1.463213 -0.51 -0.21 0.18 0.366
H 2.245419 2.030345 -0.710330 0.13 -0.40 -0.22 0.032
H 2.392798 2.910685 -2.232828 -0.27 0.24 -0.18 0.277
H 4.654352 1.410914 -3.253663 -0.68 -0.33 -0.37 0.362
H 3.288604 1.530938 -4.380160 -0.34 0.78 -0.74 0.275
H 4.398023 -1.025480 -3.324728 0.43 -0.27 -0.03 0.291
H 4.661418 -0.334804 -4.972220 -0.07 -0.45 -0.02 0.369
H 2.746053 -2.087793 -4.830287 -0.11 -0.03 0.23 0.352
H 2.182159 -0.504558 -5.316892 -0.08 0.12 -0.40 0.345
H 1.164416 -3.011834 -3.282437 -0.21 0.21 -0.16 0.483
H -0.016572 -1.932428 -4.124359 0.25 -0.01 -0.01 0.383
H 0.106663 -1.908944 -2.371015 0.35 -0.02 -0.42 -0.638
```
Forces are in eV/Å.

Values from the calculation:
Total energy = -77034.6814 eV
LUMO = 0.299 eV
Charge = 0
Energy above the lowest of the compared OMol25 structures with the same formula, charge and spin = 0.0 kJ/mol

---

Table of HOMO-LUMO gap (eV), in record order: 9.73 10.47 8.56